1:
CH6NO | ωB97M-V with the def2-TZVPD basis set

Geometry (Å):
O1 1.761 1.015 -0.490
N1 -0.283 -0.439 0.819
C1 -1.361 -0.640 -0.172
H1 -1.740 0.270 -0.628
H2 0.623 -0.230 0.337
H3 -1.262 -1.434 -0.891
H4 -0.487 0.432 1.300
H5 -2.136 -1.091 0.486
H6 1.247 0.667 -1.236

Summary:
LUMO energy: 0.163 Ha
Charge: -1
HOMO level: -2.41 eV
Gap between HOMO and LUMO: 6.855 eV

=====

2:
CH6NO | ωB97M-V with the def2-TZVPD basis set

Geometry (Å):
O1 -2.112 -0.273 0.474
N1 0.542 0.559 -0.596
C1 1.565 -0.178 0.184
H1 0.332 0.095 -1.463
H2 -1.776 -0.319 -0.466
H3 1.360 -1.178 0.563
H4 1.703 0.343 1.136
H5 2.487 -0.291 -0.319
H6 -0.391 0.687 -0.174

Summary:
LUMO energy: 0.163 Ha
Charge: -1
HOMO level: -2.34 eV
Gap between HOMO and LUMO: 6.773 eV

=====

Out of the structures above, which one is the least stable? Solution: 2.